# 1
{
  "formula": "C29H32N2O7",
  "method": "ωB97M-V/def2-TZVPD",
  "symbols": ["C", "H", "H", "H", "C", "H", "O", "C", "C", "H", "C", "N", "C", "O", "C", "N", "C", "O", "C", "C", "C", "C", "C", "C", "O", "H", "H", "H", "H", "H", "C", "C", "C", "C", "C", "C", "C", "H", "O", "C", "O", "H", "H", "H", "H", "H", "H", "C", "C", "C", "C", "C", "C", "H", "H", "O", "C", "H", "H", "H", "H", "H", "H", "H", "H", "H", "H", "H", "H", "H"],
  "positions_angstrom": [[-2.516, -4.691, -2.685], [-3.102, -4.264, -3.493], [-2.972, -5.624, -2.364], [-1.512, -4.902, -3.041], [-2.452, -3.718, -1.519], [-3.466, -3.496, -1.147], [-1.682, -4.298, -0.492], [-1.610, -3.517, 0.677], [-0.572, -4.151, 1.596], [-0.667, -3.732, 2.600], [0.847, -3.921, 1.071], [1.322, -2.590, 1.374], [1.541, -1.637, 0.453], [1.412, -1.803, -0.745], [1.957, -0.290, 1.072], [0.829, 0.641, 0.949], [-0.143, 0.513, 1.875], [-0.138, -0.429, 2.676], [-1.223, 1.527, 1.921], [-0.964, 2.892, 1.894], [-2.000, 3.803, 1.947], [-3.310, 3.352, 2.003], [-3.583, 2.001, 2.073], [-2.542, 1.076, 2.080], [-2.831, -0.234, 2.221], [-2.001, -0.703, 2.428], [-4.594, 1.634, 2.151], [-4.123, 4.063, 2.014], [-1.791, 4.862, 1.933], [0.059, 3.234, 1.845], [0.701, 1.380, -0.301], [-0.717, 1.428, -0.805], [-1.406, 0.242, -1.010], [-2.745, 0.222, -1.386], [-3.359, 1.437, -1.560], [-2.660, 2.634, -1.406], [-1.339, 2.657, -1.037], [-0.815, 3.590, -0.914], [-3.499, 3.687, -1.653], [-4.760, 3.117, -1.931], [-4.656, 1.711, -1.903], [-5.488, 3.448, -1.172], [-5.101, 3.442, -2.926], [-3.283, -0.700, -1.524], [-0.882, -0.692, -0.872], [1.103, 2.393, -0.187], [1.320, 0.850, -1.031], [3.217, 0.325, 0.512], [3.804, -0.073, -0.678], [4.958, 0.537, -1.143], [5.544, 1.569, -0.421], [4.952, 1.977, 0.777], [3.810, 1.361, 1.233], [3.365, 1.684, 2.164], [5.414, 2.779, 1.330], [6.672, 2.237, -0.782], [7.322, 1.865, -1.973], [8.189, 2.520, -2.053], [6.678, 2.011, -2.846], [7.659, 0.824, -1.940], [5.386, 0.194, -2.072], [3.361, -0.867, -1.258], [2.100, -0.435, 2.150], [1.258, -2.308, 2.342], [1.535, -4.643, 1.523], [0.862, -4.042, -0.014], [-0.769, -5.222, 1.640], [-1.317, -2.485, 0.432], [-2.596, -3.477, 1.169], [-1.990, -2.772, -1.841]],
  "lumo_ev": 0.69,
  "e_above_lowest_kj_mol": 0.0,
  "spin_multiplicity": 1,
  "homo_ev": -7.91,
  "e_tot_ev": -47905.2650,
  "smiles": "CCOCCCNC(=O)[C@@H](c1ccc(OC)cc1)N(Cc1ccc2c(c1)OCO2)C(=O)c1ccccc1O",
  "largest_force_ha_per_bohr": 0.0242
}

# 2
{
  "formula": "C32H40BF6MgN4O9PS2Se",
  "method": "ωB97M-V/def2-TZVPD",
  "symbols": ["Mg", "F", "C", "F", "F", "S", "O", "O", "N", "S", "O", "O", "C", "F", "F", "F", "C", "C", "O", "P", "O", "C", "C", "O", "C", "C", "H", "H", "H", "H", "H", "H", "H", "H", "H", "H", "H", "H", "H", "H", "H", "Se", "N", "C", "C", "C", "C", "C", "C", "N", "H", "H", "H", "H", "C", "C", "C", "C", "C", "C", "C", "C", "O", "B", "O", "C", "C", "H", "H", "H", "H", "H", "H", "H", "H", "H", "H", "H", "H", "C", "C", "C", "C", "C", "C", "C", "C", "N", "H", "H", "H", "H", "H", "H", "H", "H", "H"],
  "positions_angstrom": [[-0.733, 1.114, -1.196], [-1.955, 3.227, -2.692], [-0.916, 4.052, -2.858], [-0.286, 3.649, -3.979], [-1.371, 5.285, -3.081], [0.326, 3.991, -1.460], [0.715, 2.574, -1.610], [1.241, 4.975, -1.968], [-0.256, 4.366, -0.102], [-1.272, 3.398, 0.806], [-1.517, 3.657, 2.217], [-1.889, 2.296, -0.010], [-2.685, 4.608, 0.391], [-2.940, 4.783, -0.923], [-2.454, 5.838, 0.892], [-3.845, 4.181, 0.936], [5.392, -1.635, -1.496], [5.348, -0.179, -1.920], [5.251, 0.696, -0.802], [3.689, 1.034, -0.274], [3.706, 0.410, 1.199], [4.783, 0.602, 2.125], [5.452, -0.730, 2.388], [3.949, 2.592, 0.133], [4.184, 3.524, -0.917], [5.630, 3.976, -0.901], [5.396, -2.288, -2.373], [4.513, -1.882, -0.898], [6.287, -1.840, -0.905], [4.501, -0.017, -2.596], [6.258, 0.102, -2.455], [4.340, 1.012, 3.031], [5.490, 1.334, 1.731], [4.718, -1.451, 2.749], [6.234, -0.617, 3.144], [5.901, -1.120, 1.474], [3.505, 4.363, -0.762], [3.923, 3.085, -1.888], [5.862, 4.446, 0.056], [5.808, 4.705, -1.697], [6.294, 3.123, -1.041], [-0.366, 0.561, 1.755], [0.179, 2.258, 1.194], [1.143, 2.680, 2.142], [1.799, 3.898, 2.141], [2.720, 4.199, 3.146], [2.982, 3.279, 4.149], [2.345, 2.042, 4.150], [1.429, 1.722, 3.147], [0.715, 0.545, 3.137], [1.588, 4.620, 1.366], [3.222, 5.159, 3.138], [3.689, 3.519, 4.938], [2.532, 1.312, 4.930], [-6.625, -5.104, 0.484], [-6.985, -3.714, -0.061], [-8.205, -3.836, -0.985], [-7.377, -2.826, 1.120], [-5.791, -3.151, -0.838], [-5.364, -3.804, -1.997], [-4.271, -3.363, -2.744], [-3.610, -2.243, -2.296], [-2.533, -1.599, -2.829], [-2.246, -0.476, -2.001], [-3.200, -0.526, -0.925], [-4.019, -1.584, -1.145], [-5.099, -2.014, -0.405], [-7.458, -5.517, 1.062], [-5.749, -5.043, 1.133], [-6.393, -5.797, -0.326], [-9.074, -4.189, -0.421], [-8.024, -4.540, -1.798], [-8.449, -2.869, -1.427], [-8.253, -3.248, 1.619], [-7.627, -1.814, 0.795], [-6.574, -2.758, 1.856], [-5.889, -4.691, -2.331], [-3.948, -3.883, -3.637], [-5.377, -1.469, 0.486], [1.322, -0.751, -2.405], [1.301, -1.752, -1.279], [1.832, -3.009, -1.524], [1.820, -4.015, -0.570], [1.201, -3.743, 0.640], [0.632, -2.509, 0.925], [-0.136, -2.367, 2.213], [0.716, -1.443, -0.014], [0.244, -0.165, 0.181], [2.213, -0.896, -3.022], [1.383, 0.271, -2.038], [0.447, -0.859, -3.052], [2.276, -3.194, -2.498], [2.251, -4.988, -0.774], [1.126, -4.524, 1.391], [-0.258, -3.348, 2.678], [-1.141, -1.979, 2.026], [0.354, -1.707, 2.933]],
  "lumo_ev": 3.75,
  "e_above_lowest_kj_mol": 209.8,
  "spin_multiplicity": 1,
  "homo_ev": -1.54,
  "e_tot_ev": -176957.1332,
  "total_charge": -2,
  "largest_force_ha_per_bohr": 0.0112
}

# 3
{
  "formula": "C32H46F5IrN5O2PS4Sb",
  "method": "ωB97M-V/def2-TZVPD",
  "symbols": ["Ir", "C", "N", "C", "C", "N", "N", "C", "N", "N", "H", "H", "H", "H", "H", "H", "H", "H", "H", "H", "H", "C", "C", "C", "O", "P", "S", "S", "O", "C", "C", "C", "H", "H", "H", "H", "H", "H", "H", "H", "H", "H", "H", "H", "H", "H", "C", "S", "C", "H", "H", "H", "H", "H", "H", "S", "Sb", "C", "C", "C", "C", "C", "C", "C", "C", "C", "C", "C", "C", "C", "C", "C", "C", "C", "C", "H", "H", "H", "H", "H", "H", "H", "H", "H", "H", "H", "H", "H", "H", "H", "F", "C", "F", "C", "F", "F", "F"],
  "positions_angstrom": [[1.307, 1.088, 0.014], [6.303, 0.809, 2.743], [4.887, 1.126, 2.726], [4.224, 1.220, 4.014], [4.185, 1.156, 1.575], [2.898, 1.327, 1.509], [4.938, 1.011, 0.426], [4.527, 1.059, -0.887], [5.526, 1.206, -1.785], [3.298, 0.900, -1.225], [6.640, 0.745, 3.774], [6.896, 1.587, 2.252], [6.502, -0.164, 2.285], [4.957, 1.454, 4.778], [3.746, 0.276, 4.285], [3.476, 2.011, 4.034], [2.460, 1.495, 2.414], [5.937, 0.968, 0.561], [6.452, 1.488, -1.519], [5.292, 1.313, -2.758], [3.134, 0.987, -2.221], [-3.559, 1.147, 3.248], [-2.692, 1.866, 4.270], [-1.714, 0.953, 4.986], [-2.039, 2.970, 3.629], [-0.721, 3.026, 2.764], [0.931, 2.666, 3.850], [-0.877, 1.727, 1.170], [-0.641, 4.516, 2.316], [-1.696, 5.437, 1.914], [-2.520, 4.863, 0.778], [-2.540, 5.846, 3.108], [-4.170, 0.395, 3.739], [-2.936, 0.679, 2.489], [-4.216, 1.870, 2.770], [-3.339, 2.357, 5.009], [-1.046, 0.467, 4.273], [-2.270, 0.200, 5.538], [-1.112, 1.526, 5.688], [-1.109, 6.289, 1.556], [-3.111, 4.012, 1.117], [-1.869, 4.554, -0.036], [-3.189, 5.635, 0.406], [-3.162, 5.023, 3.448], [-3.186, 6.674, 2.829], [-1.898, 6.166, 3.924], [-0.588, -2.673, 3.624], [-0.761, -1.373, 2.377], [-2.228, -1.970, 1.505], [-0.481, -3.637, 3.135], [-1.450, -2.669, 4.286], [0.306, -2.435, 4.191], [-3.059, -2.033, 2.203], [-2.014, -2.951, 1.084], [-2.452, -1.250, 0.720], [0.730, -1.265, -0.338], [-0.471, -2.011, -2.283], [-0.297, -4.049, -1.619], [-1.361, -4.919, -1.471], [-1.140, -6.200, -0.984], [0.144, -6.614, -0.669], [1.212, -5.747, -0.850], [0.993, -4.463, -1.315], [0.593, -1.940, -4.150], [1.973, -1.995, -4.181], [2.615, -2.010, -5.410], [1.880, -1.942, -6.584], [0.497, -1.885, -6.535], [-0.154, -1.898, -5.313], [-2.524, -1.429, -2.636], [-3.525, -2.027, -1.889], [-4.849, -1.740, -2.177], [-5.163, -0.869, -3.208], [-4.153, -0.274, -3.945], [-2.825, -0.539, -3.654], [-2.361, -4.615, -1.741], [-1.973, -6.872, -0.849], [0.315, -7.610, -0.289], [2.220, -6.063, -0.622], [1.822, -3.774, -1.431], [2.540, -2.024, -3.258], [3.692, -2.077, -5.444], [2.387, -1.943, -7.537], [-0.084, -1.834, -7.444], [-1.234, -1.887, -5.278], [-3.280, -2.703, -1.083], [-5.639, -2.197, -1.603], [-6.196, -0.658, -3.431], [-4.395, 0.400, -4.750], [-2.051, -0.035, -4.216], [1.654, 2.798, -2.669], [0.684, 2.455, -1.751], [0.131, 3.643, -1.356], [-0.389, 1.702, -2.550], [0.191, 0.764, -3.338], [-1.203, 0.982, -1.733], [-1.182, 2.425, -3.321]],
  "lumo_ev": [-6.47, -8.36],
  "e_above_lowest_kj_mol": 413.0,
  "spin_multiplicity": 2,
  "homo_ev": [-12.40, -12.25],
  "e_tot_ev": -121056.6708,
  "total_charge": 2,
  "s2": 0.797,
  "largest_force_ha_per_bohr": 0.0633
}